14
Properties=species:S:1:pos:R:3:nbo_charge:R:1 method="wB97M-V/def2-TZVPD" total_charge=0 lumo_energy_ev=-0.05 de_lowest_kcal_mol=11.05
O 0.31594 2.64691 0.32460 -0.65
H -0.98680 -1.62825 -0.42361 0.19
H -1.12620 0.42250 -2.20568 0.38
H 0.19122 2.68140 -0.62551 0.51
H 2.86801 0.29372 0.75951 0.29
C -0.32360 0.40630 -0.25034 0.20
O 1.08573 1.07106 1.59262 -0.60
O -1.32041 -0.89219 1.44926 -0.71
N -0.58380 0.92574 -1.40440 -0.64
C -0.49403 -1.01370 0.36349 -0.12
C 0.47475 1.39367 0.62782 0.74
Cl 3.16400 -0.65870 -0.03516 -0.29
H -0.77003 -0.57810 2.33280 0.49
H 0.52507 -1.42472 0.67518 0.21

---

12
Properties=species:S:1:pos:R:3:nbo_charge:R:1 method="wB97M-V/def2-TZVPD" total_charge=0 smiles="CN[C@H](Cl)C=S" lumo_energy_ev=-0.54 de_lowest_kcal_mol=29.55
H -0.12088 0.06464 1.44504 0.37
N 0.39332 0.11494 0.57331 -0.61
C -0.34699 -0.33760 -0.50250 -0.04
S 0.02216 -3.04829 0.17355 0.13
H 0.23419 -0.31858 -1.42568 0.22
H 1.76958 1.33522 -0.39581 0.20
C 1.01618 1.41381 0.38881 -0.42
H 1.50234 1.70659 1.31501 0.21
H 0.29388 2.18627 0.10037 0.19
C -0.93097 -1.85376 -0.29488 -0.29
H -1.98573 -1.96179 -0.49101 0.21
Cl -1.84707 0.69855 -0.88622 -0.18

---

18
Properties=species:S:1:pos:R:3:nbo_charge:R:1 method="wB97M-V/def2-TZVPD" total_charge=0 lumo_energy_ev=-0.54 de_lowest_kcal_mol=0.00
O -1.11235 0.91539 1.21547 -0.96
O -2.93424 -0.81223 1.04588 -0.79
Cl -2.19960 -1.76151 2.25030 0.29
O -2.58298 0.77883 -0.90024 -1.07
O 1.83844 -0.94602 0.12397 -0.52
H 0.25424 -1.72173 -1.86438 0.21
S -0.85719 2.56352 0.93800 0.34
P -1.90221 0.02430 0.14997 2.56
O -0.87319 -1.07083 -0.31644 -0.80
H 2.78710 0.67510 0.94808 0.10
H -0.46211 -0.11654 -2.13765 0.21
H 1.06149 0.87082 -0.49533 0.19
C 0.01625 -0.76429 -1.40305 -0.09
C 1.28969 -0.11571 -0.90243 -0.11
C 2.34709 -0.30216 1.19263 0.65
H -0.99586 2.58205 -0.39568 0.12
H 1.98631 -0.02947 -1.73804 0.20
O 2.33912 -0.76953 2.28896 -0.53